Record 1
9 unconnected molecules or ions with the total composition C33H67NO10, computed with the ωB97M-V functional and the def2-TZVPD basis.

Geometry (Å):
1 C -0.0287 -0.2474 -0.2379
2 N 0.9482 0.5466 0.4689
3 O 0.7419 0.8435 1.6113
4 O 2.0132 0.7761 -0.0601
5 H -0.9865 0.3030 -0.3145
6 H -0.1921 -1.1343 0.3895
7 H 0.3388 -0.5156 -1.2375
8 C 3.9551 4.2716 -0.4737
9 C 5.4453 4.4271 -0.1653
10 C 6.1606 3.8914 -1.3922
11 O 5.1824 3.8857 -2.3604
12 C 4.0049 3.4043 -1.8073
13 H 3.4307 5.1668 -0.7582
14 H 3.3680 3.7750 0.3084
15 H 5.7808 3.9772 0.7876
16 H 5.7528 5.4991 -0.0740
17 H 6.6325 2.8962 -1.2975
18 H 6.9655 4.5710 -1.6756
19 H 4.1501 2.3319 -1.5723
20 H 3.1758 3.5716 -2.5015
21 C 3.5206 2.6290 2.9493
22 C 2.9111 2.1661 4.3032
23 C 2.2353 3.4598 4.7805
24 O 2.9932 4.5674 4.2414
25 C 3.9376 4.0579 3.2748
26 H 2.7849 2.5823 2.1406
27 H 4.3778 1.9861 2.6936
28 H 3.7391 1.9021 4.9740
29 H 2.2637 1.3005 4.1049
30 H 2.2064 3.5053 5.8762
31 H 1.2524 3.5741 4.3175
32 H 4.9253 4.0546 3.7495
33 H 3.9250 4.7390 2.4214
34 C -4.6330 2.5635 2.4973
35 C -3.3213 2.2420 3.2592
36 C -2.4477 1.5936 2.1106
37 O -3.4530 1.0250 1.1998
38 C -4.8074 1.3054 1.6290
39 H -4.4295 3.4452 1.8900
40 H -5.4799 2.7470 3.1407
41 H -3.5121 1.4801 4.0324
42 H -2.8682 3.1656 3.6530
43 H -1.7804 0.8010 2.4388
44 H -1.9012 2.3252 1.5176
45 H -5.1594 0.4233 2.1796
46 H -5.4905 1.5239 0.8045
47 C -1.1322 -5.4816 -1.1884
48 C -1.1441 -4.9133 -2.6381
49 C -1.5123 -3.4518 -2.3596
50 O -0.9358 -3.1503 -1.0762
51 C -0.4613 -4.3485 -0.4385
52 H -0.6021 -6.4342 -1.0988
53 H -2.1452 -5.6224 -0.7955
54 H -1.9074 -5.3527 -3.2725
55 H -0.1648 -5.1254 -3.0699
56 H -2.6241 -3.3531 -2.3106
57 H -1.1948 -2.7367 -3.1338
58 H -0.7058 -4.2475 0.6252
59 H 0.6389 -4.4823 -0.4725
60 C 3.4168 -3.2370 2.4862
61 C 2.7136 -2.6033 3.7366
62 C 1.3322 -2.1158 3.1369
63 O 1.3883 -2.3541 1.7526
64 C 2.7222 -2.4748 1.3477
65 H 3.1378 -4.2937 2.3847
66 H 4.4950 -3.1615 2.4653
67 H 3.2680 -1.7283 4.1360
68 H 2.6035 -3.3832 4.4847
69 H 1.2872 -1.0492 3.3703
70 H 0.4092 -2.5839 3.4816
71 H 3.0885 -1.4235 1.2728
72 H 2.7511 -3.0382 0.4074
73 C -4.9971 0.4098 -3.4468
74 C -4.4783 0.4638 -2.0157
75 C -2.9743 0.6981 -2.2175
76 O -2.8035 1.3336 -3.4715
77 C -4.0469 1.5129 -4.1295
78 H -6.0556 0.5274 -3.6962
79 H -4.6346 -0.4492 -3.9928
80 H -4.7104 -0.4274 -1.4579
81 H -4.9820 1.3154 -1.5333
82 H -2.5168 -0.2869 -2.1891
83 H -2.6035 1.3061 -1.3731
84 H -3.8602 1.2909 -5.1974
85 H -4.3390 2.5613 -3.9977
86 C 1.2990 -0.2252 -4.2069
87 C 1.1641 0.0249 -5.7043
88 C 1.8540 1.4010 -5.9197
89 O 2.9161 1.3399 -4.9448
90 C 2.4112 0.7157 -3.7464
91 H 1.5968 -1.2609 -3.9779
92 H 0.3374 -0.0168 -3.7268
93 H 0.1101 -0.0131 -5.9895
94 H 1.6892 -0.7823 -6.2186
95 H 1.2550 2.2911 -5.5973
96 H 2.3045 1.5392 -6.8990
97 H 1.9843 1.4815 -3.0997
98 H 3.1899 0.1561 -3.2369
99 C -4.2934 -3.6659 0.8702
100 C -3.7299 -2.2540 1.0758
101 C -2.8579 -2.4336 2.3681
102 O -3.3170 -3.6199 2.9599
103 C -3.6373 -4.5189 1.9680
104 H -4.0713 -4.0749 -0.1268
105 H -5.3427 -3.8038 1.0620
106 H -4.3631 -1.4459 1.4054
107 H -3.1662 -1.8960 0.2036
108 H -2.9651 -1.5501 2.9804
109 H -1.8033 -2.6143 2.1423
110 H -4.2527 -5.3359 2.3848
111 H -2.6597 -4.9537 1.6417

Output
ΔE to the lowest compared entry with this formula, charge and spin ... 0.00 kcal/mol
E_tot ... -57265.1410 eV
Gap between HOMO and LUMO ... 9.703 eV
SMILES ... C[N+](=O)[O-].C1CCOC1.C1CCOC1.C1CCOC1.C1CCOC1.C1CCOC1.C1CCOC1.C1CCOC1.C1CCOC1
Spin multiplicity ... 1

Results of the Löwdin charge analysis, in e, for atoms 1 through 8: C 0.044; N -0.441; O 0.056; O 0.060; H 0.089; H 0.091; H 0.099; C -0.131

***

Record 2
A single C19H22N2O3 molecule, computed with the ωB97M-V functional and the def2-TZVPD basis.

Geometry (Å):
1 C 1.5512 0.4191 -3.9150
2 C 2.6008 -0.0445 -2.9127
3 C 2.1511 0.1414 -1.4614
4 N 0.9705 -0.6461 -1.1581
5 C 1.1379 -1.9629 -0.8575
6 O 2.2425 -2.4810 -0.8523
7 C -0.1041 -2.7198 -0.5958
8 C -0.0376 -4.0449 -0.1865
9 C -1.1926 -4.7769 0.0134
10 C -2.4263 -4.1823 -0.2099
11 C -2.5107 -2.8646 -0.6160
12 C -1.3509 -2.1149 -0.8060
13 N -1.3916 -0.8200 -1.2613
14 C -0.2815 0.0662 -0.9959
15 C -0.3564 0.7187 0.3815
16 C -0.5549 -0.0341 1.5242
17 C -0.6200 0.5440 2.7810
18 C -0.4778 1.9189 2.9032
19 O -0.5231 2.6125 4.0720
20 C -0.7161 1.8977 5.2695
21 C -0.2697 2.6951 1.7621
22 C -0.2047 2.1102 0.5098
23 O 0.0052 2.8099 -0.6439
24 C 0.1601 4.2074 -0.5671
25 H 1.3003 1.4659 -3.7516
26 H 1.9256 0.3113 -4.9304
27 H 0.6457 -0.1760 -3.8221
28 H 3.5250 0.5183 -3.0577
29 H 2.8202 -1.1011 -3.0696
30 H 2.9549 -0.1909 -0.7974
31 H 1.9285 1.1901 -1.2597
32 H 0.9392 -4.4788 -0.0357
33 H -1.1368 -5.8056 0.3348
34 H -3.3332 -4.7504 -0.0610
35 H -3.4732 -2.4030 -0.7867
36 H -2.2952 -0.3705 -1.2418
37 H -0.3140 0.8668 -1.7459
38 H -0.6647 -1.1045 1.4389
39 H -0.7770 -0.0856 3.6410
40 H -0.7109 2.6446 6.0618
41 H 0.0916 1.1800 5.4429
42 H -1.6765 1.3729 5.2732
43 H -0.1601 3.7571 1.9043
44 H 1.0308 4.4814 0.0360
45 H -0.7335 4.6884 -0.1584
46 H 0.3122 4.5408 -1.5927

Output
ΔE to the lowest compared entry with this formula, charge and spin ... 34.32 kcal/mol
E_tot ... -29183.0623 eV
Gap between HOMO and LUMO ... 8.557 eV
SMILES ... CCCN1C(=O)c2ccccc2N[C@H]1c1ccc(OC)cc1OC
Spin multiplicity ... 1

Results of the Löwdin charge analysis, in e, for atoms 1 through 8: C -0.103; C -0.220; C -0.145; N 0.013; C -0.397; O 0.068; C -0.084; C -0.012

***

Record 3
A single C2H2N2OS2 molecule, computed with the ωB97M-V functional and the def2-TZVPD basis.

Geometry (Å):
1 C -0.8586 0.9981 -0.0781
2 C 1.5955 -0.4521 -0.2588
3 N -0.7608 -0.3597 -0.0871
4 N 0.4743 -0.9134 0.2388
5 O 0.1091 1.7180 0.1338
6 S -2.4247 1.5573 -0.4739
7 S 3.0436 0.0603 -0.5221
8 H -1.5127 -1.0979 -0.1268
9 H 0.3343 -1.5106 1.1741

Output
ΔE to the lowest compared entry with this formula, charge and spin ... 76.01 kcal/mol
E_tot ... -28800.3280 eV
Gap between HOMO and LUMO ... 4.368 eV
Spin multiplicity ... 1

Results of the Löwdin charge analysis, in e, for atoms 1 through 8: C -1.133; C -0.557; N -0.048; N -0.017; O -0.074; S 0.467; S 0.946; H 0.163

***

Record 4
A gas-phase ion, C4H11N2O (charge +1), computed with the ωB97M-V functional and the def2-TZVPD basis.

Geometry (Å):
1 N 0.7648 -0.8354 -1.2329
2 C -0.2184 0.1904 -1.5721
3 C -0.5959 1.0643 -0.3645
4 C -0.3798 0.4316 1.0112
5 N -0.6698 -1.0358 0.9540
6 C 1.0576 0.5406 1.5738
7 O 1.6677 -0.4446 1.8616
8 H 1.7145 -0.4882 -1.2673
9 H 0.6932 -1.6265 -1.8594
10 H 0.1076 0.7841 -2.4319
11 H -1.0748 -0.2952 -2.0269
12 H 0.1062 1.9067 -0.4172
13 H -1.5948 1.4577 -0.4480
14 H -0.9827 0.8757 1.8066
15 H -0.3970 -1.5630 1.7810
16 H -1.6520 -1.1821 0.7474
17 H 0.0044 -1.3280 0.1356
18 H 1.4494 1.5478 1.7490

Output
ΔE to the lowest compared entry with this formula, charge and spin ... 35.41 kcal/mol
E_tot ... -9347.3214 eV
Net charge ... +1
Gap between HOMO and LUMO ... 11.230 eV
SMILES ... NCC[C@@H]([NH3+])C=O
Spin multiplicity ... 1

Results of the Löwdin charge analysis, in e, for atoms 1 through 8: N 0.006; C -0.222; C -0.113; C -0.242; N 0.173; C -0.184; O 0.100; H 0.116

***

Record 5
2 unconnected molecules or ions with the total composition C13H30N4O5P, computed with the ωB97M-V functional and the def2-TZVPD basis.

Geometry (Å):
1 C -3.0607 -2.2199 -2.5640
2 C -2.0244 -1.6251 -3.4939
3 N -1.2966 -0.4932 -2.8641
4 C -0.3210 0.0282 -3.6511
5 N 0.4643 0.9688 -3.1918
6 C 0.3117 1.5785 -1.8741
7 C -0.8110 2.5825 -1.7874
8 N -1.1907 2.9327 -0.6338
9 N -0.1461 -0.3709 -4.9623
10 C -0.3078 -1.8110 -5.2378
11 C -1.0083 -2.5899 -4.1110
12 P 0.2232 -3.4891 -2.9742
13 O 1.5534 -2.5383 -3.0860
14 O -0.1679 -3.0941 -1.4360
15 H -3.5733 -3.0238 -3.0842
16 H -2.6418 -2.6074 -1.6406
17 H -3.7851 -1.4547 -2.2962
18 H -2.5795 -1.1859 -4.3276
19 H -0.9437 -0.7975 -1.9538
20 H 1.2003 1.3117 -3.7861
21 H 1.2401 2.0917 -1.6394
22 H 0.1745 0.7863 -1.1451
23 H -1.2412 3.0094 -2.6957
24 H -1.9361 3.6233 -0.6840
25 H -0.7176 0.1897 -5.5809
26 H 0.6490 -2.2629 -5.4876
27 H -0.9138 -1.9027 -6.1365
28 H -1.5635 -3.4029 -4.5757
29 H 2.0437 -2.8306 -3.8583
30 H -0.8142 -3.7260 -1.1105
31 C 0.9404 1.1178 7.2384
32 O 0.6773 1.2679 5.8603
33 C 1.0738 2.5396 5.3798
34 C 1.1285 2.5393 3.8700
35 O 2.3161 1.9641 3.3408
36 C 2.4047 0.5492 3.3661
37 C 1.5785 -0.1285 2.2975
38 O 0.2180 -0.2197 2.6881
39 C -0.6253 -0.4603 1.5956
40 H 0.4052 1.8704 7.8281
41 H 0.5969 0.1289 7.5337
42 H 2.0142 1.1943 7.4433
43 H 2.0605 2.8045 5.7787
44 H 0.3433 3.2895 5.7143
45 H 1.1466 3.5791 3.5380
46 H 0.2375 2.0687 3.4496
47 H 2.1651 0.1510 4.3538
48 H 3.4540 0.3281 3.1604
49 H 1.9624 -1.1447 2.1301
50 H 1.6644 0.4439 1.3634
51 H -0.5838 0.3779 0.8844
52 H -1.6438 -0.5431 1.9705
53 H -0.3508 -1.3949 1.0849

Output
ΔE to the lowest compared entry with this formula, charge and spin ... 76.18 kcal/mol
E_tot ... -39447.2370 eV
Net charge ... +1
Gap between HOMO and LUMO ... 7.928 eV
Spin multiplicity ... 1

Results of the Löwdin charge analysis, in e, for atoms 1 through 8: C -0.026; C -0.353; N 0.165; C -0.327; N 0.133; C -0.125; C -0.218; N 0.124

***

Please write out number 5 again, unchanged.
2 unconnected molecules or ions with the total composition C13H30N4O5P, computed with the ωB97M-V functional and the def2-TZVPD basis.

Geometry (Å):
1 C -3.0607 -2.2199 -2.5640
2 C -2.0244 -1.6251 -3.4939
3 N -1.2966 -0.4932 -2.8641
4 C -0.3210 0.0282 -3.6511
5 N 0.4643 0.9688 -3.1918
6 C 0.3117 1.5785 -1.8741
7 C -0.8110 2.5825 -1.7874
8 N -1.1907 2.9327 -0.6338
9 N -0.1461 -0.3709 -4.9623
10 C -0.3078 -1.8110 -5.2378
11 C -1.0083 -2.5899 -4.1110
12 P 0.2232 -3.4891 -2.9742
13 O 1.5534 -2.5383 -3.0860
14 O -0.1679 -3.0941 -1.4360
15 H -3.5733 -3.0238 -3.0842
16 H -2.6418 -2.6074 -1.6406
17 H -3.7851 -1.4547 -2.2962
18 H -2.5795 -1.1859 -4.3276
19 H -0.9437 -0.7975 -1.9538
20 H 1.2003 1.3117 -3.7861
21 H 1.2401 2.0917 -1.6394
22 H 0.1745 0.7863 -1.1451
23 H -1.2412 3.0094 -2.6957
24 H -1.9361 3.6233 -0.6840
25 H -0.7176 0.1897 -5.5809
26 H 0.6490 -2.2629 -5.4876
27 H -0.9138 -1.9027 -6.1365
28 H -1.5635 -3.4029 -4.5757
29 H 2.0437 -2.8306 -3.8583
30 H -0.8142 -3.7260 -1.1105
31 C 0.9404 1.1178 7.2384
32 O 0.6773 1.2679 5.8603
33 C 1.0738 2.5396 5.3798
34 C 1.1285 2.5393 3.8700
35 O 2.3161 1.9641 3.3408
36 C 2.4047 0.5492 3.3661
37 C 1.5785 -0.1285 2.2975
38 O 0.2180 -0.2197 2.6881
39 C -0.6253 -0.4603 1.5956
40 H 0.4052 1.8704 7.8281
41 H 0.5969 0.1289 7.5337
42 H 2.0142 1.1943 7.4433
43 H 2.0605 2.8045 5.7787
44 H 0.3433 3.2895 5.7143
45 H 1.1466 3.5791 3.5380
46 H 0.2375 2.0687 3.4496
47 H 2.1651 0.1510 4.3538
48 H 3.4540 0.3281 3.1604
49 H 1.9624 -1.1447 2.1301
50 H 1.6644 0.4439 1.3634
51 H -0.5838 0.3779 0.8844
52 H -1.6438 -0.5431 1.9705
53 H -0.3508 -1.3949 1.0849

Output
ΔE to the lowest compared entry with this formula, charge and spin ... 76.18 kcal/mol
E_tot ... -39447.2370 eV
Net charge ... +1
Gap between HOMO and LUMO ... 7.928 eV
Spin multiplicity ... 1

Results of the Löwdin charge analysis, in e, for atoms 1 through 8: C -0.026; C -0.353; N 0.165; C -0.327; N 0.133; C -0.125; C -0.218; N 0.124